# 1
This record from OMol25 describes C11H23NO7S in the gas phase. The level of theory is the ωB97M-V functional and the def2-TZVPD basis.

The geometry in XYZ format:
```
43
Properties=species:S:1:pos:R:3:forces:R:3
O 0.440 1.698 -1.382 -0.800 -2.269 -1.022
H 0.944 2.610 2.635 -1.320 -0.078 -2.381
H 2.546 1.914 0.145 0.320 -2.100 1.057
O -0.919 -0.081 -2.568 1.803 2.359 -0.402
H -1.386 3.033 -0.711 -1.162 -2.274 0.942
C -0.449 0.975 -0.421 -2.771 1.000 0.396
H -2.590 -0.957 0.078 0.340 0.248 -1.361
C 1.453 0.243 1.452 0.520 0.574 0.760
O -1.894 -3.508 1.726 0.549 1.519 -0.790
C 0.043 1.027 1.141 1.282 0.244 0.805
H 1.629 0.343 2.629 -0.615 -0.295 -2.497
H -1.207 -3.609 -0.846 1.728 1.536 1.416
H -2.479 1.689 -1.454 1.407 0.344 1.764
C 2.783 0.947 0.759 1.080 -0.523 0.508
C 0.174 -1.708 -1.140 0.278 -1.126 -0.192
C -0.875 -0.448 -1.113 0.250 -1.098 -1.109
O -3.862 1.361 0.375 -4.745 -3.521 -0.028
C 3.678 -0.156 -0.119 -0.631 0.041 0.055
H 3.482 -0.045 -1.280 0.610 -0.093 2.414
C -1.814 1.935 -0.520 0.386 0.324 -1.131
S 0.288 1.058 -2.970 3.733 2.115 -2.356
H -0.761 0.563 1.892 1.439 0.989 -2.134
H 3.327 -1.252 0.161 0.872 2.217 -0.415
H -0.948 -1.570 1.462 0.585 -2.073 -0.421
H 0.240 -2.965 1.950 -2.329 0.315 -1.133
C -0.704 -2.706 1.287 -0.393 0.146 -0.531
O -0.106 2.172 -3.970 0.165 -4.448 4.293
H 3.517 1.292 1.635 -1.768 -0.669 -1.827
H -2.735 -3.114 1.340 1.857 -0.603 0.499
H -0.703 3.169 1.885 1.731 -1.285 -0.529
C 0.292 2.605 1.636 -0.119 0.283 -0.216
H 1.433 -0.910 1.236 -0.109 2.341 0.236
H -2.983 -0.431 -1.533 0.894 -0.349 1.059
C -0.340 -3.031 -0.278 1.229 -0.096 -0.034
H -3.957 0.526 0.957 0.169 1.789 -1.279
O -2.680 1.837 0.666 5.747 2.366 0.146
H 4.813 -0.035 0.172 -2.314 -0.311 -0.900
O 1.686 0.501 -3.352 -5.586 1.070 1.975
H 0.599 -3.765 -0.255 -2.081 1.471 -0.158
H 0.819 3.241 0.775 -0.972 -1.519 2.033
N -2.315 -0.957 -0.928 1.660 0.901 0.350
H 1.299 -1.405 -0.882 -2.682 -0.462 -0.363
H 0.222 -2.083 -2.272 -0.236 0.998 2.505
```
Forces are in eV/Å.

Orbital gap   9.891 eV
SMILES string   CCC[C@@H](C)[C@@]1(COO)OS(=O)(=O)O[C@@]1(N)CCCO
HOMO level   -0.3700 hartree

=====

# 2
This record from OMol25 describes a gas-phase ion, C11H24BrFNO2S (charge +1). The level of theory is the ωB97M-V functional and the def2-TZVPD basis.

The geometry in XYZ format:
```
41
Properties=species:S:1:pos:R:3:forces:R:3
O -1.888 1.799 -1.105 -0.591 -0.199 -0.153
O -0.936 3.076 0.844 -0.240 0.237 0.541
C 0.553 -2.556 -1.463 -0.091 0.061 -0.046
C -0.072 0.462 1.335 0.140 -0.146 -0.060
H 0.183 1.261 2.025 0.004 -0.060 0.012
H 0.597 -0.368 1.527 -0.039 -0.077 -0.017
H 2.228 3.537 -2.233 0.001 -0.097 -0.002
H 1.644 2.685 0.391 -0.051 -0.042 -0.018
H 0.453 0.555 -2.077 -0.066 -0.145 0.002
C 0.277 -0.015 -1.165 -0.182 0.160 -0.022
C 1.223 -1.225 -1.074 0.062 0.082 0.032
H -0.281 -1.906 2.704 -0.012 -0.009 -0.077
H -3.802 -1.024 2.447 0.093 -0.057 -0.060
H -0.410 -2.404 -1.956 0.072 0.025 0.006
C -1.224 -2.324 2.341 -0.051 -0.042 0.141
H 1.672 -1.289 -0.081 -0.060 -0.072 -0.025
H 2.056 -1.051 -1.756 -0.087 -0.039 0.071
C 2.298 2.472 -2.461 0.017 -0.019 -0.091
C 1.821 1.669 0.044 -0.238 0.273 0.052
H 2.870 0.607 -1.491 0.034 0.149 -0.031
F 0.024 3.167 -1.314 -0.196 0.107 0.030
H 3.633 2.033 -0.876 -0.076 -0.058 -0.022
H -0.769 -0.309 -1.163 0.028 -0.141 0.050
Br 2.907 0.895 1.456 -0.041 -0.090 -0.036
C -1.959 -1.410 1.349 0.246 0.047 -0.179
S -0.849 2.346 -0.345 1.387 -0.242 -0.532
H -1.742 -1.735 0.327 0.165 -0.019 -0.037
H 3.100 2.352 -3.191 -0.055 0.000 0.069
H -1.745 0.321 2.562 -0.019 0.015 -0.094
H -2.210 0.705 0.942 -0.066 -0.147 0.065
H -0.996 -3.302 1.915 -0.080 0.026 -0.043
C -3.473 -1.509 1.521 -0.157 -0.052 0.003
H 0.385 -3.193 -0.598 -0.055 0.022 0.055
H 1.373 2.163 -2.948 0.117 0.022 -0.006
C -1.543 0.059 1.516 -0.079 0.251 0.193
H -4.004 -1.040 0.688 0.041 0.004 0.068
H -1.847 -2.500 3.223 0.081 0.078 -0.042
H 1.181 -3.110 -2.161 -0.030 0.032 0.101
C 2.674 1.646 -1.231 0.108 0.005 0.068
H -3.788 -2.554 1.571 0.039 0.080 -0.039
N 0.384 1.015 -0.039 -0.072 0.077 0.074
```
Forces are in eV/Å.

Orbital gap   11.258 eV
SMILES string   CCC[N@@+](CCC(C)C)([C@@H](Br)CC)S(=O)(=O)F
Total charge   +1
HOMO level   -0.5275 hartree

=====

# 3
This record from OMol25 describes 2 unconnected molecules or ions with the total composition C11H24N2O15P2. The level of theory is the ωB97M-V functional and the def2-TZVPD basis.

The geometry in XYZ format:
```
54
Properties=species:S:1:pos:R:3:forces:R:3
H -3.101 -2.825 0.727 0.149 0.137 0.014
C 0.723 -1.388 -3.300 1.421 -0.142 0.136
O 1.327 0.535 3.523 1.553 -0.982 0.468
H -2.115 -3.835 -3.692 0.059 -0.555 0.403
H -2.124 0.682 3.553 -0.095 0.035 -0.044
H -2.152 0.793 0.050 -0.148 0.061 0.117
H -0.980 1.735 0.962 0.074 -0.008 0.041
C 1.203 -0.405 -2.230 -0.776 -0.035 -0.379
H 0.922 0.964 4.285 -0.570 -0.427 0.456
O 3.425 -1.429 -2.369 -0.334 0.445 0.191
O -0.522 -0.888 -3.824 -1.489 -1.042 0.492
H 4.943 -0.590 -0.668 -0.479 0.138 0.277
H -3.679 -1.179 1.055 -0.152 0.136 -0.174
O -1.842 -3.077 -3.157 -0.648 0.540 1.586
C -3.861 1.747 4.181 0.082 0.160 -0.496
H 1.866 -0.358 1.152 0.200 0.084 -0.018
H 1.458 -1.462 -4.109 -0.330 0.071 -0.001
O 2.898 1.418 1.554 -0.200 -0.703 1.778
C -1.594 -1.499 1.444 -0.396 -1.645 -0.078
H -3.737 2.822 4.333 -0.123 -0.053 0.051
H -3.129 -0.883 -4.025 -0.952 0.587 0.052
O 0.904 2.686 2.524 -0.127 0.425 -0.632
C -2.857 -1.766 0.650 0.180 0.224 0.258
C 3.543 1.393 -1.350 2.116 -0.411 -0.758
H 3.193 -2.320 -2.687 -0.018 0.564 0.462
H -0.682 0.030 -1.883 0.633 -0.115 0.187
H 1.445 0.535 -2.737 0.035 0.087 0.074
H 2.108 -1.742 -0.807 -0.013 0.199 0.169
P 2.018 1.789 2.859 -1.770 1.889 -2.278
O 2.665 2.411 -1.528 0.341 -0.965 0.462
H 0.619 -2.382 -2.848 -0.311 0.128 -0.074
C -1.756 0.975 1.048 0.302 -0.630 0.558
H -3.736 1.232 5.135 0.095 -0.007 -0.189
O -3.768 2.219 1.383 0.428 0.011 0.192
O 2.945 2.514 3.901 0.980 -0.963 -0.169
O -0.989 -2.430 1.951 0.257 -0.217 0.155
C 3.116 0.143 -0.531 0.552 -0.227 0.585
H -4.868 1.561 3.803 0.100 0.055 0.031
N -2.872 1.269 3.218 0.446 -0.435 0.814
C 2.202 0.553 0.643 -0.420 -0.530 -0.796
H -2.687 -1.510 -0.392 -0.145 0.084 -0.158
O 0.092 -0.223 -1.347 0.281 0.256 0.226
H 3.188 3.302 3.401 0.362 0.642 0.437
P -1.513 -2.075 -4.317 2.293 -0.920 -2.969
O -2.865 -1.405 -4.787 0.651 0.542 0.803
C 2.440 -0.918 -1.449 -0.757 -0.504 -0.580
C -2.876 1.563 1.911 -1.065 0.072 -0.849
O 4.664 1.404 -1.838 -1.611 0.315 0.628
H -0.295 -0.162 2.120 -0.060 -0.065 -0.066
H 1.319 1.079 0.269 0.156 -0.096 -0.058
O -0.908 -2.913 -5.361 -0.083 0.609 -0.396
H 3.164 3.076 -2.026 -0.073 0.059 -0.076
N -1.152 -0.253 1.590 0.098 2.153 -0.127
O 4.270 -0.516 0.038 -0.699 0.970 -0.736
```
Forces are in eV/Å.

Orbital gap   9.303 eV
SMILES string   O=C(O)[C@@](O)(COP(=O)(O)O)[C@H](O)[C@H](O)COP(=O)(O)O.CNC(=O)CNC(C)=O
HOMO level   -0.3438 hartree

=====

# 4
This record from OMol25 describes 4 unconnected molecules or ions with the total composition C11H24N3O5. The level of theory is the ωB97M-V functional and the def2-TZVPD basis.

The geometry in XYZ format:
```
43
Properties=species:S:1:pos:R:3:forces:R:3
H 2.583 -1.157 -2.910 -0.061 -0.410 1.099
C -0.623 1.065 0.126 -0.700 -0.666 0.464
H -5.569 1.390 2.741 0.445 -0.233 0.160
H -3.381 0.999 2.283 0.140 0.370 0.491
H 2.990 0.080 -1.515 0.113 -0.909 0.223
H 4.955 2.510 -4.575 -0.313 -0.894 0.107
C 2.560 -0.151 -2.490 -1.778 -0.550 1.072
C -1.297 0.246 -0.908 1.578 -0.653 -1.173
H -7.336 -0.852 3.328 -0.266 0.188 -0.433
H 0.778 -3.129 1.863 0.381 0.049 0.102
O -0.970 0.897 1.280 0.919 1.029 0.486
H 4.012 3.666 -3.722 0.064 0.329 -0.241
H 0.685 -2.652 0.183 0.292 -0.237 -0.175
H 4.988 -1.556 1.283 -0.116 0.314 0.309
C 3.924 2.811 -4.392 -0.887 0.704 0.804
C 2.898 1.981 -3.570 -0.518 0.384 0.985
H -2.963 -0.432 1.592 -0.306 -0.784 0.334
H 3.497 3.189 -5.321 -0.140 -0.144 0.054
H -7.647 0.873 2.748 -1.070 -0.541 0.260
H 5.136 -1.692 -0.396 -0.896 -0.356 -0.506
H -0.469 -0.351 -1.291 0.312 -0.180 -0.373
O 2.383 -0.652 2.168 -0.353 -0.212 0.149
H 1.529 0.195 -2.413 -0.243 -0.315 0.048
N -5.773 0.411 2.882 -1.061 3.733 1.315
H -2.773 -0.263 3.358 -0.279 -0.164 -0.023
C 4.459 -1.303 0.364 0.703 0.936 1.041
C -4.842 -0.475 2.690 2.096 -1.538 -0.436
H 3.907 0.153 -3.968 0.036 0.835 -0.116
O 1.958 2.573 -2.949 2.867 -2.385 -1.989
N 3.112 -1.780 0.420 -0.015 -2.564 -2.625
H 2.835 -2.518 -0.211 0.361 0.109 -0.097
C -3.426 -0.067 2.508 0.585 1.910 -0.979
H -0.083 -1.716 1.369 0.511 0.655 0.403
O -5.107 -1.640 2.640 -0.709 -2.921 0.259
C 2.177 -1.498 1.312 -1.237 1.353 1.921
C 0.838 -2.272 1.193 0.068 -0.162 -0.606
H 4.420 -0.219 0.256 0.317 0.079 0.165
C -7.093 0.208 3.410 -0.565 -0.416 -1.035
N 3.169 0.614 -3.454 0.806 3.387 -2.118
H -7.329 0.478 4.439 0.802 0.319 0.201
H -1.874 -0.531 -0.406 -0.735 0.674 -0.191
O 0.417 1.816 -0.142 -0.592 -0.161 0.242
H -1.652 0.749 -1.807 -0.554 0.041 0.422
```
Forces are in eV/Å.

Orbital gap (spin up / spin down)   9.577 / 6.475 eV
Multiplicity   2
HOMO level (spin up / spin down)   -0.3374 / -0.3374 hartree

=====

# 5
This record from OMol25 describes 2 unconnected molecules or ions with the total composition C11H24NO2S. The level of theory is the ωB97M-V functional and the def2-TZVPD basis.

The geometry in XYZ format:
```
39
Properties=species:S:1:pos:R:3:forces:R:3
H 1.562 0.990 -0.483 -0.892 -0.797 -0.810
C 1.947 -0.454 -2.103 0.291 -0.974 1.328
H -0.623 0.301 4.510 -0.041 0.042 0.020
H -2.601 -0.496 -5.065 0.131 -1.235 0.405
H 2.003 -1.072 -4.626 -0.818 0.415 0.754
H -0.485 0.256 -5.203 0.689 -0.257 1.255
H 0.038 0.623 -1.416 1.034 -0.492 0.286
H -2.040 3.175 4.545 0.034 -0.039 -0.135
N -0.781 1.977 1.878 -0.043 0.588 1.348
H 2.997 -0.068 -1.907 -1.265 -0.335 -0.807
H -0.275 2.786 6.275 -0.005 0.096 -0.131
H 2.001 -1.579 -1.981 -0.234 1.290 -0.365
C -0.209 2.288 5.305 0.077 -0.323 0.180
H -0.918 0.607 -3.483 1.117 -0.601 -0.305
C 0.979 0.165 -1.003 0.116 0.009 0.829
O 1.578 -1.844 2.279 0.043 0.556 -0.830
C -0.871 2.473 2.924 -0.133 -0.072 -0.734
O -0.151 -2.487 -4.915 0.303 0.663 1.685
C -0.730 0.861 5.442 0.010 -0.023 0.043
C 1.426 -0.654 1.487 -0.658 0.504 -0.155
C -0.985 3.109 4.271 0.279 -0.380 -0.471
C -0.903 -1.583 -4.075 -1.626 0.314 -0.170
H 2.406 -0.136 1.270 -0.713 -0.708 0.141
S 1.501 -0.036 -3.847 0.239 0.888 -0.068
H -0.490 -0.839 0.412 1.301 -0.281 -0.600
H -2.541 -2.269 -5.486 0.203 0.738 1.252
H -1.785 0.854 5.727 0.061 -0.030 -0.022
H -0.168 0.324 6.208 -0.069 0.031 -0.033
C 0.607 -0.907 0.136 0.499 0.046 0.372
H -0.585 4.124 4.219 -0.079 -0.057 -0.155
C -0.319 -0.088 -4.131 -1.085 -1.750 -1.014
H 0.891 -1.960 -0.195 -0.656 1.212 0.223
H 0.850 2.255 5.032 -0.068 0.125 0.000
H -3.163 -1.668 -3.814 0.849 -0.119 -0.940
H 0.817 0.064 2.112 0.791 -0.840 -0.633
C -2.405 -1.532 -4.637 0.293 0.939 -0.135
H 2.060 -2.522 1.774 -0.189 0.447 0.225
H -0.967 -1.953 -3.010 0.435 0.402 -1.072
H 0.339 -3.043 -4.279 -0.220 0.008 -0.762
```
Forces are in eV/Å.

Orbital gap   9.772 eV
Total charge   +1
HOMO level   -0.4767 hartree

=====

The records above give, respectively, max |F| values of 6.2 1.5 3.9 4.2 2.3 eV/A.